The following is a quantum chemistry calculation of C49H51BBrF9NO8S4 as an isolated structure, from OMol25.

Geometry as XYZ:
```
124
Properties=species:S:1:pos:R:3
C -9.536 4.078 0.955
C -7.965 4.353 1.077
O -7.459 4.287 2.451
B -7.304 2.945 2.898
O -7.937 2.574 4.151
C -6.517 1.746 2.121
N -5.284 1.251 2.272
C -4.295 1.799 3.262
S -4.287 0.948 4.911
O -2.882 0.388 5.075
O -4.523 1.877 6.072
C -4.889 0.089 1.383
Br -3.500 -1.170 2.113
S -3.908 0.996 0.059
O -4.110 2.490 0.078
O -2.439 0.768 0.367
C -4.161 0.383 -1.680
F -3.961 -1.001 -1.771
F -3.129 0.972 -2.452
F -5.361 0.831 -2.258
C -6.283 -0.605 1.031
S -6.934 -1.254 2.698
C -6.360 -1.920 0.125
C -6.984 -1.741 -1.338
C -8.243 -2.761 -1.533
C -9.536 -2.035 -0.925
O -10.412 -3.067 -0.399
C -10.921 -2.643 0.862
C -10.199 -2.966 2.247
O -12.000 -2.014 0.877
S -7.408 0.829 0.753
H -10.069 5.079 1.148
H -9.835 3.785 -0.117
H -9.933 3.250 1.628
H -7.328 3.717 0.362
H -7.797 5.440 0.736
H -8.714 2.030 3.863
H -3.236 1.708 2.808
H -4.440 2.916 3.461
H -5.135 -0.173 4.958
H -5.958 -2.035 3.298
H -5.285 -2.316 0.011
H -6.926 -2.769 0.656
H -6.216 -2.081 -2.128
H -7.278 -0.681 -1.626
H -8.345 -2.869 -2.674
H -7.960 -3.737 -1.024
H -9.182 -1.290 -0.121
H -10.033 -1.434 -1.772
H -9.229 -3.557 2.059
H -9.985 -1.948 2.740
H -10.891 -3.606 2.901
F 2.494 -3.206 0.410
C 2.012 -1.982 0.145
C 0.644 -1.805 0.005
C 0.144 -0.535 -0.264
C 1.018 0.541 -0.402
C 2.390 0.350 -0.264
C 2.890 -0.918 0.016
H -0.020 -2.656 0.108
H -0.924 -0.382 -0.368
H 0.628 1.530 -0.616
H 3.070 1.188 -0.375
H 3.954 -1.083 0.135
F 10.054 -0.105 2.960
C 8.734 -0.301 2.815
C 7.939 0.736 2.353
C 6.572 0.531 2.198
C 6.015 -0.705 2.517
C 6.823 -1.737 2.985
C 8.191 -1.536 3.130
H 8.389 1.693 2.117
H 5.941 1.333 1.830
H 4.947 -0.863 2.400
H 6.386 -2.697 3.237
H 8.836 -2.331 3.485
F -8.736 2.172 -1.352
C -8.630 2.601 -2.629
C -7.677 3.555 -2.948
C -7.564 3.992 -4.263
C -8.411 3.477 -5.241
C -9.367 2.522 -4.907
C -9.474 2.077 -3.594
H -7.032 3.951 -2.171
H -6.817 4.733 -4.526
H -8.325 3.822 -6.266
H -10.028 2.125 -5.669
H -10.206 1.327 -3.317
F 1.190 6.606 -2.729
C 1.390 5.975 -1.563
C 2.658 5.964 -1.003
C 2.864 5.313 0.208
C 1.802 4.671 0.841
C 0.535 4.684 0.267
C 0.326 5.344 -0.940
H 3.474 6.462 -1.514
H 3.851 5.305 0.659
H 1.965 4.159 1.784
H -0.290 4.180 0.759
H -0.657 5.372 -1.397
F 14.649 -3.915 0.114
C 14.240 -2.669 0.411
C 12.918 -2.453 0.764
C 12.496 -1.165 1.076
C 13.399 -0.107 1.020
C 14.724 -0.335 0.660
C 15.149 -1.625 0.359
H 12.228 -3.289 0.793
H 11.466 -0.986 1.360
H 13.068 0.899 1.260
H 15.425 0.491 0.614
H 16.178 -1.823 0.085
F 15.458 -8.947 -4.196
C 14.923 -7.742 -3.941
C 14.215 -7.087 -4.937
C 13.657 -5.842 -4.670
C 13.821 -5.261 -3.415
C 14.537 -5.926 -2.425
C 15.087 -7.177 -2.687
H 14.105 -7.551 -5.910
H 13.095 -5.324 -5.440
H 13.388 -4.287 -3.210
H 14.668 -5.472 -1.450
H 15.641 -7.713 -1.925
```

Properties
HOMO level: -9.8 eV
charge: +1
orbital gap: 0.146 Eh
energy: -7644.3357 a.u.

Here are the Löwdin charges for atoms 1 to 99, given in e: atom 1 (C): -0.054, atom 2 (C): -0.209, atom 3 (O): 0.055, atom 4 (B): -0.496, atom 5 (O): 0.126, atom 6 (C): -0.194, atom 7 (N): -0.180, atom 8 (C): -0.165, atom 9 (S): 0.753, atom 10 (O): -0.410, atom 11 (O): -0.343, atom 12 (C): -0.741, atom 13 (Br): 0.948, atom 14 (S): 0.816, atom 15 (O): -0.280, atom 16 (O): -0.393, atom 17 (C): -0.453, atom 18 (F): 0.096, atom 19 (F): 0.103, atom 20 (F): 0.091, atom 21 (C): -0.864, atom 22 (S): 0.760, atom 23 (C): -0.222, atom 24 (C): -0.202, atom 25 (C): -0.131, atom 26 (C): -0.172, atom 27 (O): -0.066, atom 28 (C): -0.418, atom 29 (C): -0.009, atom 30 (O): 0.082, atom 31 (S): 1.059, atom 32 (H): 0.104, atom 33 (H): 0.083, atom 34 (H): 0.088, atom 35 (H): 0.098, atom 36 (H): 0.149, atom 37 (H): 0.130, atom 38 (H): 0.138, atom 39 (H): 0.163, atom 40 (H): 0.086, atom 41 (H): -0.092, atom 42 (H): 0.113, atom 43 (H): 0.100, atom 44 (H): 0.119, atom 45 (H): 0.092, atom 46 (H): 0.129, atom 47 (H): 0.126, atom 48 (H): 0.105, atom 49 (H): 0.148, atom 50 (H): 0.078, atom 51 (H): 0.077, atom 52 (H): 0.108, atom 53 (F): 0.066, atom 54 (C): -0.286, atom 55 (C): -0.016, atom 56 (C): -0.090, atom 57 (C): -0.085, atom 58 (C): -0.071, atom 59 (C): -0.016, atom 60 (H): 0.112, atom 61 (H): 0.059, atom 62 (H): 0.096, atom 63 (H): 0.106, atom 64 (H): 0.109, atom 65 (F): 0.054, atom 66 (C): -0.286, atom 67 (C): -0.016, atom 68 (C): -0.083, atom 69 (C): -0.103, atom 70 (C): -0.078, atom 71 (C): -0.013, atom 72 (H): 0.117, atom 73 (H): 0.101, atom 74 (H): 0.089, atom 75 (H): 0.107, atom 76 (H): 0.119, atom 77 (F): -0.041, atom 78 (C): -0.294, atom 79 (C): -0.023, atom 80 (C): -0.067, atom 81 (C): -0.076, atom 82 (C): -0.066, atom 83 (C): -0.015, atom 84 (H): 0.110, atom 85 (H): 0.113, atom 86 (H): 0.110, atom 87 (H): 0.113, atom 88 (H): 0.116, atom 89 (F): 0.066, atom 90 (C): -0.288, atom 91 (C): -0.012, atom 92 (C): -0.079, atom 93 (C): -0.102, atom 94 (C): -0.098, atom 95 (C): -0.022, atom 96 (H): 0.120, atom 97 (H): 0.107, atom 98 (H): 0.102, atom 99 (H): 0.098